No. 1
DFT (the ωB97M-V functional and the def2-TZVPD basis) results for a structure of composition C41H44MoN3OS at a distorted geometry.

Each line ends with the Löwdin charge.
CARTESIAN COORDINATES (ANGSTROEM)
Mo -1.00013 0.15581 -1.15004  1.287
C 1.21137 -3.20499 -1.57964  -0.047
C 1.27247 -2.51429 -2.94224  -0.359
C -0.13043 -2.24709 -3.49254  -0.058
C 2.08707 -1.23469 -2.94554  -0.141
C 3.08777 -1.11609 -3.89984  -0.039
C 3.86337 0.02311 -3.99484  -0.072
C 3.62247 1.08641 -3.14744  -0.039
C 2.62837 1.01971 -2.18354  -0.147
C 2.37337 2.21121 -1.28334  -0.374
C 2.09477 3.46331 -2.12154  -0.080
C 3.55397 2.45461 -0.33814  -0.044
C 1.86657 -0.15569 -2.07444  -0.179
N 0.91377 -0.24369 -1.03904  -0.148
C 1.38657 -0.59839 0.17706  -0.215
C 0.39817 -0.70019 1.16786  -0.223
N -0.85973 -0.54769 0.69866  -0.115
C -1.88233 -0.39259 1.64296  -0.184
C -2.72983 -1.45449 1.98926  -0.139
C -3.69033 -1.22929 2.96576  -0.037
C -3.81973 0.00451 3.57506  -0.074
C -2.98563 1.04411 3.21416  -0.040
C -1.99903 0.86521 2.25896  -0.140
C -1.07873 2.01571 1.90146  -0.372
C -0.26973 2.46701 3.12006  -0.043
C -1.88863 3.16531 1.29516  -0.056
C -2.64143 -2.82319 1.34266  -0.353
C -2.96403 -2.73409 -0.15054  -0.065
C -1.29803 -3.51369 1.58836  -0.044
C 1.01607 -0.98269 2.44256  -0.085
C 0.61137 -1.14029 3.75016  -0.010
C 1.58947 -1.39709 4.72556  -0.072
C 2.92787 -1.51729 4.43576  -0.022
C 3.38097 -1.38079 3.10076  -0.163
C 4.70637 -1.48479 2.61206  -0.022
C 4.96617 -1.32409 1.27126  -0.071
C 3.96817 -1.03349 0.32616  -0.012
C 2.67087 -0.90409 0.76636  -0.087
C 2.40327 -1.10249 2.15016  -0.075
H 0.81777 -4.21569 -1.68254  0.083
H 0.56107 -2.65849 -0.90024  0.046
H 2.20487 -3.25779 -1.13804  0.086
H 1.77257 -3.20769 -3.62964  0.128
H -0.64163 -1.48739 -2.85504  0.024
H -0.72593 -3.15739 -3.48724  0.080
H -0.07633 -1.86839 -4.51124  0.083
H 3.27357 -1.94879 -4.56364  0.109
H 4.64437 0.08381 -4.73684  0.101
H 4.22927 1.97541 -3.22724  0.110
H 1.48467 2.01081 -0.66604  0.106
H 2.99927 3.80381 -2.62074  0.073
H 1.73097 4.26841 -1.48604  0.079
H 1.33507 3.25431 -2.87134  0.031
H 4.46097 2.66571 -0.90144  0.078
H 3.73667 1.58081 0.28386  0.062
H 3.35057 3.30601 0.30996  0.080
H -4.33313 -2.04709 3.26036  0.109
H -4.56653 0.15351 4.33876  0.100
H -3.08663 2.00301 3.69556  0.109
H -0.35273 1.69481 1.13756  0.104
H -0.91933 2.82191 3.91606  0.075
H 0.40847 3.27471 2.84846  0.080
H 0.31657 1.63531 3.50816  0.069
H -2.60763 3.55851 2.00956  0.075
H -2.43313 2.81371 0.41576  0.058
H -1.23103 3.97521 0.98636  0.080
H -3.40973 -3.45119 1.80806  0.127
H -2.25323 -2.06799 -0.66334  0.025
H -3.96753 -2.33409 -0.29084  0.077
H -2.90853 -3.71619 -0.61714  0.079
H -0.49743 -3.01659 1.04996  0.053
H -1.34183 -4.54989 1.25526  0.081
H -1.05163 -3.49679 2.64766  0.080
H -0.42773 -1.06019 4.03386  0.111
H 1.26737 -1.50269 5.75166  0.101
H 3.64097 -1.70999 5.22446  0.107
H 5.51287 -1.70059 3.29806  0.107
H 5.98397 -1.41789 0.91846  0.101
H 4.21997 -0.91629 -0.71794  0.111
O -3.01033 0.28211 -1.35874  -0.324
N -3.62633 1.26051 -1.99404  -0.197
C -4.96873 1.19421 -2.15704  -0.008
C -5.65203 2.21751 -2.74584  -0.053
C -4.95363 3.35611 -3.18004  -0.051
C -3.57863 3.37271 -3.08274  -0.084
C -2.89793 2.29711 -2.52564  -0.646
S -1.18803 2.13961 -2.51564  0.675
H -5.41793 0.28311 -1.78874  0.141
H -6.71633 2.12431 -2.88284  0.108
H -5.47903 4.18621 -3.61854  0.108
H -2.99403 4.19711 -3.45694  0.110

Summary:
frontier orbital gap (spin up / spin down) = 0.23728 / 0.22515 hartree
F_max = 1.6 eV/Å
spin multiplicity = 4
electronic energy = -62440.4095 eV

No. 2
DFT (the ωB97M-V functional and the def2-TZVPD basis) results for a structure of composition C4H6OS at a distorted geometry.

Each line ends with the Löwdin charge.
CARTESIAN COORDINATES (ANGSTROEM)
C -0.79452 1.02594 0.00645  -0.351
C -1.17391 -0.53613 -0.09446  -0.477
C 0.33012 1.89789 0.12438  -0.062
C -0.50089 -1.92051 -0.13412  -0.094
O -2.12558 1.42463 0.11842  -0.428
S -2.84668 -0.10141 0.03692  0.959
H 0.89195 2.15695 -0.76493  0.078
H 0.10955 2.79129 0.60646  0.059
H 1.12258 1.35604 0.78350  0.126
H -1.39717 -2.49451 -0.17481  0.053
H 0.18419 -1.82110 -0.94725  0.064
H 0.01368 -2.00765 0.82530  0.074

Summary:
frontier orbital gap = 0.28464 hartree
F_max = 9.3 eV/Å
spin multiplicity = 1
electronic energy = -17124.1983 eV

No. 3
DFT (the ωB97M-V functional and the def2-TZVPD basis) results for a structure of composition C7H18KO5S at a distorted geometry.

Each line ends with the Löwdin charge.
CARTESIAN COORDINATES (ANGSTROEM)
K 1.04873 1.05399 0.70262  0.926
C 2.23336 0.65123 2.93711  -0.197
C 2.26987 2.15707 3.04334  -0.525
O 1.28939 2.76700 2.25197  -0.423
H 2.97604 0.10016 3.51404  0.070
H 2.14060 0.26710 1.92126  -0.028
H 1.27229 0.26249 3.27376  0.061
H 3.30355 2.40925 2.80669  0.071
H 2.28169 2.25648 4.12874  0.074
C -1.74198 -0.68494 0.51944  -0.120
C -1.41979 0.61943 1.29163  -0.484
O -1.18755 1.79741 0.62027  -0.404
H -0.97678 -0.83469 -0.24223  -0.036
H -2.78437 -0.84462 0.24368  0.083
H -1.49497 -1.50085 1.19869  0.084
H -0.48030 0.47428 1.82490  0.025
H -2.24233 0.59460 2.00640  0.090
O 1.97002 0.37714 -0.85442  -0.517
S 0.91552 -0.12719 -1.78508  0.741
O 1.11370 -0.26160 -3.23328  -0.312
O 0.06344 -1.35936 -1.17204  -0.317
C -1.12593 -1.76904 -1.85564  -0.265
C -0.98016 -2.53044 -3.19219  -0.053
C -0.39426 1.23208 -1.60998  -0.118
H -1.87152 -0.97414 -1.87414  0.121
H -1.46214 -2.46793 -1.08973  0.126
H -0.35784 -3.42498 -3.21664  0.073
H -0.41759 -1.92685 -3.90444  0.057
H -1.98058 -2.89579 -3.42407  0.079
H -1.01436 1.13568 -0.71876  -0.032
H -1.08673 1.26678 -2.45104  0.070
H 0.14099 2.18025 -1.66087  0.081

Summary:
frontier orbital gap = 0.20532 hartree
F_max = 10.3 eV/Å
spin multiplicity = 1
total charge = -1
electronic energy = -44940.7857 eV